(1)
Density functional theory data (the ωB97M-V functional and the def2-TZVPD basis) for C2H4ClFO2S as an isolated structure in a non-equilibrium geometry.

Relative energy (zero: lowest compared OMol25 entry of this formula, charge and spin)   108.5 kJ/mol
HOMO-LUMO gap   9.63 eV
E_LUMO   -0.648 eV
Charge   0
Spin multiplicity   1

```
11
C2H4ClFO2S the ωB97M-V functional and the def2-TZVPD basis
C 1.454 -0.073 -0.395
C 0.430 -0.483 0.582
O -1.971 1.293 1.268
O -1.254 1.405 -1.033
F 0.098 -1.739 0.307
S -1.512 0.617 0.076
Cl -2.805 -0.878 -0.477
H 1.960 -0.942 -0.540
H 1.054 0.330 -1.224
H 2.088 0.784 -0.149
H 0.458 -0.314 1.586
```

***

(2)
Density functional theory data (the ωB97M-V functional and the def2-TZVPD basis) for C3H3FOS in the gas phase in a non-equilibrium geometry.

Relative energy (zero: lowest compared OMol25 entry of this formula, charge and spin)   150.1 kJ/mol
HOMO-LUMO gap   8.22 eV
E_LUMO   -0.592 eV
Charge   0
Spin multiplicity   1

```
9
C3H3FOS the ωB97M-V functional and the def2-TZVPD basis
C -0.277 0.046 -0.385
C 0.080 0.097 1.129
C 1.446 -0.100 1.375
H -1.910 0.968 0.010
H 2.059 -0.451 0.390
H 1.767 -0.125 2.379
O -1.400 0.610 -0.803
F -0.757 0.813 1.798
S 0.538 -0.803 -1.578
```